Formula: C2H7ClO2Si
Source: OMol25
Level of theory: wB97M-V/def2-TZVPD

XYZ file:
```
13
Properties=species:S:1:pos:R:3:nbo_charge:R:1
C 0.675 1.261 -1.735 -0.235
C -0.253 0.231 2.186 -0.873
O -1.509 -1.850 -0.121 -1.097
O -0.244 0.207 -1.356 -0.949
Si -0.234 -0.812 -0.097 1.894
Cl 1.449 -1.917 -0.153 -0.419
H 0.686 1.895 -0.766 0.190
H 0.156 1.667 -2.519 0.195
H 1.694 0.705 -1.945 0.195
H -0.536 1.215 2.219 0.191
H -0.948 -0.473 2.642 0.209
H 0.662 0.166 2.647 0.193
H -1.598 -2.294 -1.002 0.506
```

HOMO energy = -9.3 eV
2S+1 = 1
LUMO = 0.532 eV
electronic energy = -980.6272 Ha
ΔE to the lowest compared entry with this formula, charge and spin = 138.7 kJ/mol
orbital gap = 9.88 eV